<i>
{"formula": "C30H36Br2CrN8O5S2", "method": "the ωB97M-V functional and the def2-TZVPD basis", "species": ["Cr", "Br", "C", "C", "C", "N", "C", "C", "C", "C", "C", "Br", "C", "C", "N", "H", "H", "H", "H", "H", "H", "C", "C", "N", "C", "C", "N", "C", "O", "O", "C", "O", "O", "H", "H", "H", "H", "H", "N", "C", "S", "C", "C", "C", "N", "C", "C", "H", "H", "H", "H", "H", "H", "C", "C", "C", "O", "H", "H", "H", "H", "H", "H", "H", "C", "N", "C", "C", "S", "N", "C", "C", "H", "H", "H", "H", "H", "H", "H", "H", "H", "H", "H", "H"], "coordinates": [[-0.373, -0.598, 0.081], [3.275, -5.828, -1.894], [2.224, -4.354, -1.419], [0.935, -4.227, -1.904], [0.198, -3.126, -1.504], [0.690, -2.188, -0.700], [1.946, -2.302, -0.249], [2.740, -3.385, -0.572], [2.408, -1.201, 0.636], [3.695, -1.123, 1.137], [4.017, -0.056, 1.960], [5.755, 0.103, 2.635], [3.054, 0.887, 2.279], [1.792, 0.731, 1.740], [1.482, -0.280, 0.930], [0.501, -4.963, -2.564], [-0.823, -3.000, -1.834], [3.739, -3.489, -0.177], [4.441, -1.863, 0.895], [3.275, 1.719, 2.931], [0.993, 1.428, 1.954], [5.158, -0.624, -2.289], [3.932, 0.115, -2.696], [2.756, 0.052, -2.111], [1.937, 0.903, -2.819], [2.644, 1.485, -3.849], [3.903, 0.969, -3.744], [2.428, 2.449, -4.972], [1.238, 2.986, -5.105], [3.358, 2.692, -5.702], [0.508, 1.111, -2.472], [-0.177, 1.890, -3.145], [0.029, 0.451, -1.493], [4.893, -1.377, -1.551], [5.899, 0.048, -1.852], [5.620, -1.125, -3.140], [4.638, 1.215, -4.391], [0.619, 2.619, -4.410], [-7.008, -2.223, -1.859], [-5.915, -2.303, -2.636], [-5.916, -2.886, -4.162], [-4.648, -1.838, -1.979], [-4.410, -2.038, -0.625], [-3.200, -1.646, -0.081], [-2.250, -1.056, -0.812], [-2.490, -0.826, -2.113], [-3.657, -1.218, -2.731], [-7.891, -2.503, -2.252], [-7.013, -1.695, -1.003], [-5.125, -2.541, 0.012], [-2.948, -1.823, 0.955], [-1.717, -0.300, -2.654], [-3.806, -1.038, -3.786], [-0.620, -1.094, 3.830], [-0.296, -2.089, 2.727], [-0.822, -3.479, 3.048], [-0.841, -1.680, 1.499], [-0.127, -1.374, 4.763], [-1.698, -1.060, 4.007], [-0.294, -0.091, 3.549], [0.804, -2.156, 2.651], [-1.906, -3.447, 3.173], [-0.382, -3.867, 3.969], [-0.591, -4.170, 2.236], [0.205, 3.315, -0.135], [-0.190, 3.449, 1.259], [0.649, 4.333, 2.056], [-1.229, 2.766, 1.782], [-1.794, 1.284, 1.170], [-1.845, 3.315, 2.849], [-2.042, 4.760, 2.952], [-2.728, 2.534, 3.707], [0.390, 4.311, -0.540], [-0.580, 2.835, -0.707], [1.122, 2.729, -0.230], [1.693, 4.101, 1.832], [0.471, 4.167, 3.115], [0.485, 5.387, 1.825], [-1.708, 5.254, 2.044], [-1.517, 5.181, 3.810], [-3.109, 4.952, 3.069], [-2.355, 1.520, 3.809], [-3.742, 2.497, 3.301], [-2.754, 3.011, 4.686]], "gap_ev": [7.3, 7.2], "homo_energy_ev": [-10.70, -10.70], "spin_multiplicity": 4, "charge": 1}

***

<ii>
{"formula": "C30H36Br2CrN8O5S2", "method": "the ωB97M-V functional and the def2-TZVPD basis", "species": ["Cr", "Br", "C", "C", "C", "N", "C", "C", "C", "C", "C", "Br", "C", "C", "N", "H", "H", "H", "H", "H", "H", "C", "C", "N", "C", "C", "N", "C", "O", "O", "C", "O", "O", "H", "H", "H", "H", "H", "N", "C", "S", "C", "C", "C", "N", "C", "C", "H", "H", "H", "H", "H", "H", "C", "C", "C", "O", "H", "H", "H", "H", "H", "H", "H", "C", "N", "C", "C", "S", "N", "C", "C", "H", "H", "H", "H", "H", "H", "H", "H", "H", "H", "H", "H"], "coordinates": [[-0.423, 1.093, -0.263], [-5.310, 0.326, -4.859], [-3.994, 0.572, -3.547], [-4.246, 1.374, -2.444], [-3.242, 1.513, -1.507], [-2.056, 0.917, -1.622], [-1.810, 0.140, -2.690], [-2.765, -0.057, -3.676], [-0.481, -0.510, -2.719], [-0.028, -1.239, -3.801], [1.235, -1.818, -3.724], [1.887, -2.809, -5.177], [1.994, -1.659, -2.585], [1.467, -0.909, -1.545], [0.266, -0.347, -1.612], [-5.194, 1.875, -2.316], [-3.386, 2.125, -0.627], [-2.576, -0.691, -4.527], [-0.617, -1.358, -4.697], [2.974, -2.102, -2.488], [2.022, -0.742, -0.637], [-3.371, -1.511, 0.357], [-2.181, -1.294, 1.219], [-1.209, -0.421, 1.018], [-0.316, -0.581, 2.057], [-0.750, -1.572, 2.884], [-1.937, -1.988, 2.345], [-0.174, -2.332, 4.025], [1.021, -1.976, 4.434], [-0.807, -3.243, 4.501], [0.966, 0.159, 1.994], [1.816, 0.020, 2.869], [1.089, 0.895, 0.943], [-3.071, -1.578, -0.688], [-4.083, -0.691, 0.460], [-3.875, -2.437, 0.627], [-2.463, -2.762, 2.726], [1.393, -1.215, 3.893], [-3.605, 5.655, 4.252], [-2.775, 5.952, 3.238], [-2.260, 7.461, 2.885], [-2.301, 4.772, 2.451], [-2.031, 3.546, 3.052], [-1.560, 2.506, 2.274], [-1.346, 2.623, 0.961], [-1.604, 3.805, 0.379], [-2.082, 4.890, 1.083], [-3.955, 6.406, 4.824], [-3.996, 4.737, 4.373], [-2.138, 3.397, 4.118], [-1.338, 1.548, 2.722], [-1.389, 3.852, -0.679], [-2.262, 5.832, 0.586], [1.881, 3.844, -0.257], [1.482, 3.080, -1.517], [2.588, 2.128, -1.945], [0.255, 2.394, -1.351], [2.832, 4.363, -0.398], [1.988, 3.156, 0.580], [1.135, 4.596, 0.001], [1.315, 3.799, -2.329], [2.844, 1.450, -1.127], [3.491, 2.678, -2.216], [2.277, 1.542, -2.813], [3.898, -2.237, 1.101], [3.548, -3.544, 1.617], [4.664, -4.481, 1.675], [2.259, -3.971, 1.642], [1.036, -3.198, 0.775], [1.995, -5.048, 2.423], [2.678, -5.244, 3.699], [0.714, -5.731, 2.333], [4.826, -1.916, 1.575], [3.122, -1.518, 1.342], [4.056, -2.263, 0.016], [5.281, -4.344, 0.784], [4.299, -5.502, 1.687], [5.290, -4.313, 2.554], [3.348, -4.414, 3.901], [3.244, -6.178, 3.717], [1.929, -5.275, 4.491], [0.386, -5.773, 1.300], [-0.049, -5.221, 2.929], [0.843, -6.744, 2.715]], "gap_ev": [6.8, 6.7], "homo_energy_ev": [-10.27, -10.27], "spin_multiplicity": 4, "charge": 1}

***

<ii> comes first in stability; the runner-up is 0.0193 hartree higher.

***

<i>
{"formula": "C4H14N2O", "method": "the ωB97M-V functional and the def2-TZVPD basis", "species": ["C", "N", "C", "C", "C", "N", "H", "H", "H", "H", "H", "H", "H", "H", "H", "H", "H", "H", "H", "H", "O"], "coordinates": [[0.410, 2.228, 0.783], [-1.033, 2.609, 0.672], [0.722, 0.704, 0.458], [-0.108, 0.219, -0.792], [0.166, -1.219, -1.163], [0.749, -1.403, -2.545], [0.499, 2.412, 1.875], [0.948, 2.946, 0.088], [-1.221, 3.163, -0.176], [-1.686, 1.900, 0.990], [0.432, 0.105, 1.298], [1.732, 0.454, 0.228], [0.011, 0.950, -1.659], [-1.231, 0.358, -0.679], [0.930, -1.693, -0.468], [-0.728, -1.816, -1.171], [1.490, -0.739, -2.783], [0.098, -1.391, -3.256], [-0.973, -3.875, 2.322], [-0.411, -2.952, 3.447], [-0.796, -2.960, 2.530]], "gap_ev": [8.7, 3.7], "homo_energy_ev": [-12.25, -12.20], "spin_multiplicity": 2, "charge": 1}

***

<ii>
{"formula": "C4H14N2O", "method": "the ωB97M-V functional and the def2-TZVPD basis", "species": ["C", "C", "C", "N", "C", "N", "H", "H", "H", "H", "H", "H", "H", "H", "H", "H", "H", "H", "H", "H", "O"], "coordinates": [[-0.762, 0.534, 0.528], [0.196, 0.525, -0.686], [1.110, 1.755, -0.805], [1.836, 2.066, 0.404], [-0.507, -0.603, 1.526], [-0.150, -1.908, 0.958], [-0.729, 1.541, 0.956], [-1.771, 0.501, 0.102], [0.844, -0.354, -0.641], [-0.305, 0.535, -1.653], [1.772, 1.640, -1.668], [0.475, 2.652, -0.888], [1.819, 1.484, 1.247], [2.094, 3.049, 0.554], [-1.172, -0.669, 2.384], [0.418, -0.250, 2.031], [-0.836, -2.626, 1.189], [0.705, -2.195, 1.383], [-1.012, -2.571, -2.244], [-1.188, -1.608, -1.034], [-1.606, -1.936, -1.840]], "gap_ev": [9.8, 5.0], "homo_energy_ev": [-13.47, -13.46], "spin_multiplicity": 2, "charge": 1}

***

<ii> comes first in stability; the runner-up is 0.0219 hartree higher.

***

<i>
{"formula": "C4H14N2O", "method": "the ωB97M-V functional and the def2-TZVPD basis", "species": ["N", "C", "C", "C", "C", "N", "H", "H", "H", "H", "H", "H", "H", "H", "H", "H", "H", "H", "H", "H", "O"], "coordinates": [[1.270, 0.272, 0.273], [1.339, 2.941, -0.124], [0.899, 2.035, -1.326], [0.298, 0.759, -0.747], [0.065, -0.296, -1.761], [-0.636, -1.535, -1.303], [2.172, -0.208, 0.074], [1.043, 0.299, 1.267], [0.821, 2.885, 0.900], [2.384, 2.904, 0.233], [1.115, 4.049, -0.388], [1.545, 1.894, -2.162], [-0.042, 2.507, -1.728], [-0.627, 0.957, -0.166], [-0.224, 0.029, -2.758], [1.088, -0.659, -1.735], [-1.649, -1.383, -1.160], [-0.351, -2.236, -1.991], [-3.317, -4.140, 4.257], [-2.841, -3.001, 3.348], [-2.645, -3.461, 4.120]], "gap_ev": [10.3, 5.6], "homo_energy_ev": [-13.62, -13.62], "spin_multiplicity": 2, "charge": 1}

***

<ii>
{"formula": "C4H14N2O", "method": "the ωB97M-V functional and the def2-TZVPD basis", "species": ["C", "C", "C", "C", "N", "N", "H", "H", "H", "H", "H", "H", "H", "H", "H", "H", "H", "H", "H", "H", "O"], "coordinates": [[0.581, 0.236, -1.236], [-0.285, -0.255, -0.068], [0.106, 0.453, 1.271], [-1.173, 0.612, 2.078], [-2.136, 1.450, 1.478], [0.407, -0.598, -2.382], [0.197, 1.268, -1.404], [1.634, 0.363, -0.984], [-1.333, -0.064, -0.317], [-0.282, -1.338, 0.028], [0.523, 1.419, 0.979], [0.758, -0.233, 1.789], [-1.603, -0.371, 2.252], [-0.930, 0.995, 3.087], [-1.780, 2.396, 1.341], [-3.042, 1.486, 1.937], [0.907, -0.275, -3.203], [-0.572, -0.681, -2.633], [2.548, -2.865, -0.835], [2.490, -1.917, -1.996], [2.985, -2.081, -1.182]], "gap_ev": [9.8, 3.6], "homo_energy_ev": [-13.12, -12.64], "spin_multiplicity": 2, "charge": 1}

***

<ii> comes first in stability; the runner-up is 0.0216 hartree higher.

***

<i>
{"formula": "C3H4BrN", "method": "the ωB97M-V functional and the def2-TZVPD basis", "species": ["C", "C", "C", "N", "Br", "H", "H", "H", "H"], "coordinates": [[0.577, -1.472, -0.374], [0.597, -0.932, -1.550], [-0.719, 1.595, 1.207], [0.448, -1.777, 0.774], [-0.874, -0.066, 1.998], [1.286, -0.123, -1.658], [-0.031, -1.271, -2.333], [-1.063, 1.750, 0.148], [-0.221, 2.294, 1.786]], "gap_ev": [8.8, 6.8], "homo_energy_ev": [-8.90, -8.08], "charge": 0}

***

<ii>
{"formula": "C3H4BrN", "method": "the ωB97M-V functional and the def2-TZVPD basis", "species": ["C", "C", "C", "N", "Br", "H", "H", "H", "H"], "coordinates": [[1.472, -2.122, -0.238], [-0.262, -0.053, 0.309], [1.040, -0.239, -0.451], [1.480, -3.197, 0.084], [2.765, 0.568, 0.056], [-1.126, 0.088, -0.457], [-0.239, 0.844, 0.978], [-0.570, -0.928, 0.996], [1.091, -0.280, -1.525]], "gap_ev": 10.9, "homo_energy_ev": -10.81, "charge": 0}

***

<ii> comes first in stability; the runner-up is 0.0812 hartree higher.

***

<i>
{"formula": "C18H18N2O2", "method": "the ωB97M-V functional and the def2-TZVPD basis", "species": ["C", "C", "C", "C", "C", "C", "C", "O", "C", "C", "O", "N", "N", "C", "C", "C", "C", "C", "C", "C", "C", "C", "H", "H", "H", "H", "H", "H", "H", "H", "H", "H", "H", "H", "H", "H", "H", "H", "H", "H"], "coordinates": [[-2.975, -1.184, -0.989], [-4.338, -0.867, -0.451], [-5.441, -1.612, -0.850], [-6.703, -1.373, -0.339], [-6.888, -0.375, 0.602], [-5.809, 0.389, 1.005], [-4.545, 0.154, 0.481], [-3.504, 0.942, 0.957], [-2.928, 1.834, 0.021], [-1.436, 1.579, -0.220], [-0.869, 2.002, -1.206], [-0.873, 0.878, 0.795], [0.397, 0.461, 1.000], [1.350, 0.721, 0.187], [2.663, 0.241, 0.499], [3.721, 0.477, -0.298], [5.088, 0.051, -0.083], [6.061, 0.412, -1.021], [7.379, 0.035, -0.861], [7.759, -0.713, 0.241], [6.807, -1.080, 1.180], [5.488, -0.705, 1.023], [4.762, -0.999, 1.764], [7.099, -1.664, 2.041], [8.790, -1.009, 0.369], [8.115, 0.325, -1.597], [5.771, 0.996, -1.883], [3.556, 1.049, -1.204], [2.749, -0.320, 1.418], [1.225, 1.290, -0.731], [-1.505, 0.587, 1.536], [-3.449, 1.813, -0.941], [-3.016, 2.852, 0.426], [-5.925, 1.176, 1.735], [-7.867, -0.186, 1.015], [-7.540, -1.970, -0.669], [-5.299, -2.404, -1.572], [-2.253, -1.259, -0.178], [-2.994, -2.129, -1.526], [-2.628, -0.413, -1.676]], "gap_ev": 8.1, "homo_energy_ev": -8.09, "charge": 0, "smiles": "Cc1ccccc1OCC(=O)N/N=C/C=C/c1ccccc1"}

***

<ii>
{"formula": "C18H18N2O2", "method": "the ωB97M-V functional and the def2-TZVPD basis", "species": ["C", "C", "C", "C", "N", "C", "C", "C", "C", "C", "C", "C", "O", "C", "N", "C", "C", "C", "C", "C", "H", "H", "H", "H", "H", "C", "O", "H", "H", "H", "H", "H", "H", "H", "H", "H", "H", "H", "H", "H"], "coordinates": [[-0.794, -3.172, 1.160], [-2.160, -3.244, 0.490], [-2.665, -1.880, 0.016], [-1.829, -1.272, -1.125], [-1.004, -0.154, -0.698], [-1.585, 1.051, -0.365], [-2.971, 1.246, -0.436], [-3.533, 2.459, -0.099], [-2.743, 3.520, 0.324], [-1.380, 3.348, 0.391], [-0.790, 2.131, 0.051], [0.671, 2.024, 0.116], [1.376, 2.964, 0.501], [1.189, 0.742, -0.255], [2.565, 0.533, -0.179], [3.071, -0.646, 0.243], [4.425, -0.855, 0.342], [5.311, 0.170, 0.039], [4.779, 1.382, -0.379], [3.417, 1.532, -0.496], [2.981, 2.456, -0.835], [5.419, 2.211, -0.634], [6.376, 0.029, 0.124], [4.782, -1.817, 0.674], [2.363, -1.419, 0.490], [0.366, -0.355, -0.676], [0.834, -1.434, -1.053], [-0.721, 4.144, 0.705], [-3.192, 4.464, 0.591], [-4.605, 2.579, -0.166], [-3.621, 0.451, -0.758], [-2.470, -0.938, -1.946], [-1.137, -2.019, -1.521], [-2.668, -1.192, 0.865], [-3.698, -1.995, -0.318], [-2.112, -3.926, -0.362], [-2.887, -3.650, 1.198], [-0.041, -2.836, 0.453], [-0.818, -2.481, 2.001], [-0.502, -4.153, 1.528]], "gap_ev": 7.5, "homo_energy_ev": -7.86, "charge": 0}

***

<ii> comes first in stability; the runner-up is 0.0589 hartree higher.